Computed, not measured: C4H7NO2 in the gas phase, with wB97M-V/def2-TZVPD.

XYZ file:
```
14
Properties=species:S:1:pos:R:3:forces:R:3
C 1.1857 -1.7340 0.0125 0.0 -0.2 0.4
C 0.6986 -0.3438 0.0603 2.7 4.0 -2.6
O 1.7536 0.6940 -0.3296 -0.7 -2.3 1.4
C -0.4818 0.2272 -0.0500 -3.6 -3.0 1.4
C -0.9899 1.6220 -0.0171 0.1 -0.3 -0.4
N -1.5454 -0.9765 0.0528 -0.1 1.9 0.3
O -2.7045 -0.6559 0.1757 1.6 0.0 -0.3
H 1.0263 -2.1478 -0.9811 0.1 0.0 0.0
H 0.6494 -2.3557 0.7287 0.0 0.0 -0.1
H 2.2458 -1.7594 0.2558 0.0 0.1 -0.1
H 1.5821 1.5343 0.1207 -0.2 -0.4 -0.1
H -0.6213 2.1680 0.8523 0.0 0.0 0.0
H -2.0798 1.5720 0.0480 0.1 0.0 0.0
H -0.7190 2.1556 -0.9290 0.0 0.1 0.0
```
Positions in Å, forces in eV/Å.

- SMILES: C/C(O)=C(/C)N=O
- Energy relative to the best compared isomer or geometry (same formula, charge and spin): 4.380 eV
- Multiplicity: 1
- HOMO-LUMO gap: 8.7 eV
- HOMO: -8.86 eV

Löwdin charges, unit e, in atom order: C -0.03; C -0.23; O -0.04; C -0.22; C -0.05; N 0.02; O -0.03; H 0.10; H 0.08; H 0.09; H 0.07; H 0.09; H 0.07; H 0.09

=====

Computed, not measured: a molecular structure, C33H27F10N5O4STi, with wB97M-V/def2-TZVPD.

XYZ file:
```
81
Properties=species:S:1:pos:R:3:forces:R:3
Ti 0.6450 -0.3323 0.0092 1.1 1.2 -0.1
N -0.3246 0.5512 1.8929 -0.1 0.0 0.1
C -1.1120 -0.4068 2.6772 -0.2 -0.3 -0.1
C -1.4760 -1.6136 1.8086 0.2 0.1 0.1
O -2.3604 -2.3913 2.1823 0.0 0.0 0.1
N -0.7260 -1.6886 0.7132 -0.7 -0.5 0.1
C -1.0195 -2.7937 -0.1820 0.0 0.2 0.0
C -0.3942 -2.4769 -1.5366 -0.3 -0.6 0.0
O -0.4952 -3.2528 -2.4867 0.0 0.1 0.1
O 0.2442 -1.3648 -1.5605 -0.3 -0.9 -0.9
H 0.2109 1.1637 2.4938 0.2 0.0 0.0
H -0.9697 1.1352 1.3749 0.0 0.3 0.1
H -2.0353 0.0250 3.0729 0.0 0.0 0.0
H -0.5316 -0.7733 3.5243 0.1 0.0 0.0
H -2.0969 -2.9397 -0.2947 0.0 0.0 0.0
H -0.6068 -3.7404 0.1880 0.0 0.0 0.0
C 2.2960 -0.7782 -3.4008 -0.1 0.0 0.1
N 2.7462 -0.5921 -2.0354 0.0 0.0 -0.1
C 3.4945 -1.7384 -1.5393 -0.2 -0.1 0.2
C 2.6958 -2.5984 -0.5551 0.2 0.2 -0.1
N 2.1635 -1.7537 0.5063 0.1 -0.1 0.1
C 2.0687 -2.2979 1.7334 0.4 -0.3 0.7
C 2.0862 -1.4516 2.8773 0.1 -0.2 -0.3
F 2.2883 -0.1426 2.6765 0.0 0.4 0.1
C 1.9819 -1.8734 4.1796 -0.1 -0.3 -0.1
F 2.0007 -0.9826 5.1806 0.0 0.2 0.2
C 1.8770 -3.2236 4.4648 0.0 0.1 -0.1
F 1.7810 -3.6635 5.7346 0.0 0.0 0.1
C 1.8983 -4.1055 3.4054 0.1 0.1 0.1
F 1.8062 -5.4204 3.6585 0.0 -0.2 0.0
C 2.0077 -3.6714 2.0991 -0.2 0.5 -0.2
F 1.9722 -4.6341 1.1554 -0.1 -0.1 -0.1
C 3.4281 0.6638 -1.8549 0.1 0.1 0.1
C 3.4832 1.0579 -0.3941 0.1 0.1 -0.1
N 2.1525 1.4056 0.1047 -0.1 -0.1 0.1
C 2.1984 2.3674 1.0475 0.2 0.5 0.4
C 3.2982 2.6747 1.9027 -0.3 -0.2 0.1
F 4.4065 1.9024 1.9252 0.1 -0.1 0.1
C 3.2873 3.6916 2.8397 -0.1 0.1 -0.1
F 4.3702 3.8894 3.6078 0.2 0.0 0.2
C 2.1851 4.4974 3.0244 -0.1 0.0 -0.1
F 2.1780 5.4788 3.9483 0.0 0.1 0.1
C 1.0866 4.2663 2.2176 0.3 -0.2 0.1
F 0.0007 5.0375 2.3418 -0.2 0.2 0.0
C 1.1239 3.2784 1.2598 0.3 -0.3 0.0
F 0.0900 3.2274 0.4251 -0.7 -0.2 -0.3
H 3.1445 -0.8030 -4.1095 0.0 0.0 0.0
H 1.6283 0.0390 -3.6743 0.0 0.0 0.0
H 1.7303 -1.7047 -3.4810 0.0 0.0 0.0
H 4.3930 -1.3880 -1.0237 0.0 0.0 0.0
H 3.8180 -2.3759 -2.3737 0.1 0.0 0.0
H 3.3978 -3.3371 -0.1535 0.0 0.0 0.0
H 1.9193 -3.1468 -1.0947 0.0 0.0 0.0
H 2.8665 1.4327 -2.3901 0.0 0.0 0.0
H 4.4593 0.6412 -2.2638 0.0 0.0 0.0
H 4.1481 1.9273 -0.3449 0.0 0.0 0.0
H 3.9419 0.2576 0.1968 0.0 0.0 -0.1
O -0.8726 0.7794 -0.9584 0.0 0.4 0.0
S -2.2229 1.4284 -0.6701 -0.7 0.2 -0.9
C -2.7153 2.2370 -2.1394 0.3 0.2 1.0
C -2.5566 1.7091 -3.4433 0.1 -0.4 -0.1
C -3.1117 2.3763 -4.5170 -0.1 0.1 0.1
C -3.8240 3.5661 -4.3458 0.0 0.0 -0.2
C -3.9680 4.0969 -3.0473 0.0 0.0 0.1
C -3.4301 3.4430 -1.9660 0.0 0.2 -0.1
C -3.3951 0.0972 -0.6161 0.0 0.0 0.2
C -4.3353 0.1329 0.4222 0.1 0.1 0.0
C -5.3846 -0.7613 0.4448 -0.1 -0.1 -0.1
C -5.5326 -1.6961 -0.5795 0.1 0.0 0.0
C -4.5929 -1.7409 -1.6049 -0.1 -0.1 0.0
C -3.5265 -0.8620 -1.6304 0.2 0.1 0.0
H -1.9662 0.8133 -3.5898 0.0 0.1 0.0
H -2.9844 1.9772 -5.5178 0.0 0.0 0.0
H -4.2517 4.0768 -5.2002 0.0 0.0 0.0
H -4.5090 5.0259 -2.9028 0.0 0.0 0.0
H -3.5415 3.8396 -0.9619 0.0 0.0 0.0
H -4.2217 0.8694 1.2114 0.0 0.0 0.0
H -6.0899 -0.7477 1.2674 0.0 0.0 0.0
H -6.3564 -2.3988 -0.5621 0.0 0.0 0.0
H -4.6853 -2.4874 -2.3855 0.0 0.0 0.0
H -2.7776 -0.9285 -2.4084 0.0 -0.1 0.0
```
Positions in Å, forces in eV/Å.

- Net charge: -2
- Energy relative to the best compared isomer or geometry (same formula, charge and spin): 0.402 eV
- Multiplicity: 3
- Expectation value of S²: 2.0208
- HOMO-LUMO gap (alpha / beta): 3.6 / 6.9 eV
- HOMO (alpha / beta): 0.66 / -2.60 eV

Löwdin charges, unit e, in atom order: Ti 1.05; N -0.01; C -0.13; C -0.56; O -0.01; N -0.06; C -0.10; C -0.63; O 0.01; O -0.17; H 0.09; H 0.03; H 0.12; H 0.11; H 0.12; H 0.13; C -0.09; N -0.24; C -0.18; C -0.20; N -0.06; C -0.19; C -0.17; F 0.09; C -0.17; F 0.10; C -0.16; F 0.08; C -0.16; F 0.09; C -0.14; F 0.07; C -0.21; C -0.25; N -0.04; C -0.22; C -0.15; F 0.06; C -0.17; F 0.09; C -0.17; F 0.08; C -0.17; F 0.10; C -0.18; F 0.09; H 0.08; H 0.09; H 0.08; H 0.11; H 0.12; H 0.11; H 0.10; H 0.12; H 0.12; H 0.11; H 0.10; O -0.58; S 0.99; C -0.41; C -0.11; C -0.14; C -0.16; C -0.15; C -0.14; C -0.36; C -0.11; C -0.11; C -0.11; C -0.09; C -0.08; H 0.10; H 0.09; H 0.07; H 0.08; H 0.09; H 0.10; H 0.09; H 0.08; H 0.10; H 0.10

=====

Computed, not measured: 2 unconnected molecules or ions with the total composition C8H21NP, with wB97M-V/def2-TZVPD.

XYZ file:
```
31
Properties=species:S:1:pos:R:3:forces:R:3
C 3.0651 1.0984 -0.2268 2.4 2.7 -1.0
C -2.8254 2.1906 -0.2265 1.1 0.2 1.4
C 1.8305 -1.6573 0.4492 1.3 0.7 2.3
C -1.4285 -1.5006 1.1005 1.1 2.0 -0.1
C 2.3984 0.1646 -1.1811 -0.4 1.4 2.0
C -2.6183 1.1100 0.7616 0.9 -1.8 1.7
C 0.2298 0.2133 0.0941 -1.3 0.4 0.5
C 1.2883 -0.6265 -0.5086 0.6 -1.1 -1.9
N -1.1029 -0.4390 0.1171 -3.7 1.9 0.1
P -1.8178 -0.7896 -1.5020 0.8 0.4 0.2
H 3.5625 0.5961 0.5347 0.5 -1.2 1.7
H 2.7237 2.0503 0.2353 -0.9 -0.8 -0.7
H 3.9593 1.4384 -0.8003 -0.4 0.2 0.3
H -3.1437 3.0649 0.3507 0.1 0.1 0.5
H -1.8420 2.4775 -0.5765 0.2 0.2 -0.5
H -3.5571 2.1708 -0.9820 -0.7 -1.0 -1.1
H 1.4010 -1.6891 1.5100 0.3 0.2 -1.6
H 2.9270 -1.5103 0.6191 -0.8 0.0 -0.1
H 1.7632 -2.6153 0.0452 -0.3 -1.8 -0.5
H -2.4939 -1.5848 1.1558 -0.4 -0.7 -0.1
H -0.8566 -2.3566 0.8352 0.0 -1.1 0.0
H -1.0742 -1.0914 2.0243 0.2 -0.2 1.0
H 3.1927 -0.5181 -1.3629 0.4 -0.8 -1.0
H 2.1067 0.7205 -2.0590 -0.4 -0.2 -0.5
H -3.3949 0.4142 1.1953 0.6 0.6 -1.4
H -1.9882 1.3353 1.6524 -0.1 0.2 -1.1
H 0.0936 1.0787 -0.5323 -0.1 0.7 -0.1
H 0.4391 0.5234 1.1397 0.2 -0.1 -0.6
H 0.9992 -1.1066 -1.4715 -1.1 -0.3 1.0
H -0.9708 -1.8882 -1.5075 -0.1 -0.9 -0.8
H -2.9366 -1.4985 -1.0223 0.0 0.0 0.1
```
Positions in Å, forces in eV/Å.

- Net charge: +1
- Energy relative to the best compared isomer or geometry (same formula, charge and spin): 2.292 eV
- Multiplicity: 1
- HOMO-LUMO gap: 9.0 eV
- HOMO: -13.76 eV

Löwdin charges, unit e, in atom order: C -0.12; C -0.11; C -0.05; C -0.11; C -0.23; C 0.05; C -0.22; C -0.42; N -0.44; P 0.95; H 0.04; H 0.10; H 0.10; H 0.11; H 0.08; H 0.07; H 0.11; H 0.10; H 0.06; H 0.07; H 0.08; H 0.09; H 0.11; H 0.12; H 0.11; H 0.11; H 0.11; H 0.15; H 0.12; H -0.08; H -0.07